# 1
Computed, not measured: 2 unconnected molecules or ions with the total composition H2 at a distorted geometry, with ωB97M-V/def2-TZVPD.

```
! RIJCOSX wB97M-V def2-TZVPD def2/J DEFGRID3
* xyz 0 1
H -0.118 0.195 -0.383
H 0.118 -0.195 0.383
*
```

Strongest force on any atom   3.5 eV/A
Kohn-Sham gap   15.833 eV
HOMO level   -13.65 eV
E   -1.1495 a.u.
E_LUMO   2.184 eV

# 2
Computed, not measured: a molecular structure, H20Mg3O30S5 at a distorted geometry, with ωB97M-V/def2-TZVPD.

```
! RIJCOSX wB97M-V def2-TZVPD def2/J DEFGRID3
* xyz -4 1
H -0.052 -0.746 -4.595
O -2.118 -1.574 -2.109
O 1.752 0.832 3.438
S -0.328 2.260 -4.490
O 2.313 3.349 -0.109
H 2.080 1.735 3.432
H -1.821 0.507 2.066
O 2.562 -1.187 -2.054
O -0.601 3.614 -4.015
H -2.149 -1.830 -3.032
O -0.746 -3.037 -0.222
H 1.943 0.492 2.549
O 0.265 1.454 -3.395
O 4.260 -2.115 -0.610
O -1.996 1.914 -1.514
H -0.535 3.501 3.454
O 1.988 -2.836 -0.349
O -0.268 -3.036 2.584
S -0.530 -2.915 4.040
H -1.186 -2.313 -0.714
H -3.263 1.553 1.345
H -3.706 -1.689 1.141
H -1.971 0.076 3.567
O -3.862 -0.807 0.793
O 0.656 2.327 -5.570
O 0.464 0.173 -1.057
S 0.138 0.224 0.351
H -1.437 1.847 -2.325
H 3.265 -2.391 1.849
O -2.231 0.791 2.932
H -1.512 -0.812 -2.105
O 0.551 -2.082 4.587
O 2.456 -2.662 2.316
H -4.042 2.858 1.446
O 0.705 -0.934 1.044
H -1.716 1.149 -0.980
S 2.827 3.155 -1.511
O -3.535 2.332 0.822
O -1.554 1.571 -4.938
H 0.549 -1.984 -3.888
O 3.281 -3.472 -2.334
O 2.483 1.755 -1.838
Mg 0.809 -2.806 1.043
O -0.505 -4.254 4.637
H 2.537 -2.327 3.221
O 0.671 1.476 0.914
O 2.057 4.102 -2.311
Mg 1.123 3.238 1.221
H -1.037 2.306 2.596
O -1.800 -2.245 4.310
O 4.259 3.391 -1.564
O -0.545 3.174 2.549
O 0.229 -1.085 -3.729
H -1.446 -3.670 -0.039
Mg 1.502 0.348 -2.618
O -1.304 0.182 0.527
H -2.959 -0.468 0.586
S 3.029 -2.409 -1.346
*
```

Strongest force on any atom   3.4 eV/A
Kohn-Sham gap   3.531 eV
HOMO level   2.47 eV
E   -4860.8562 a.u.
E_LUMO   6.004 eV

# 3
Computed, not measured: 10 unconnected molecules or ions with the total composition H20O10 at a distorted geometry, with ωB97M-V/def2-TZVPD.

```
! RIJCOSX wB97M-V def2-TZVPD def2/J DEFGRID3
* xyz -1 2
H 20.328 12.853 16.767
O 18.522 11.362 10.405
H 18.602 11.017 9.516
H 19.080 13.398 12.966
O 20.826 8.686 15.973
H 21.547 8.143 15.656
H 19.705 8.710 12.632
H 20.381 11.051 13.446
H 24.183 10.279 11.951
O 18.458 8.214 14.774
O 20.842 10.254 13.707
H 24.087 9.339 13.134
H 17.979 10.896 14.591
H 17.184 9.615 14.451
H 20.730 9.370 15.310
H 18.374 8.347 12.010
H 18.830 10.650 10.966
O 17.087 10.550 14.635
H 19.281 8.250 15.262
O 18.670 12.546 13.119
O 23.818 12.808 11.183
O 23.678 10.113 12.747
H 23.278 12.087 11.507
O 20.133 11.948 16.524
H 18.344 12.279 12.260
H 24.497 12.383 10.659
H 20.700 11.773 15.774
H 21.659 10.275 13.208
H 17.983 7.478 15.158
O 19.228 8.726 11.803
*
```

Strongest force on any atom   1.5 eV/A
Kohn-Sham gap (spin up / spin down)   2.831 / 10.530 eV
HOMO level (spin up / spin down)   0.03 / -7.77 eV
E   -764.3916 a.u.
E_LUMO (spin up / spin down)   2.861 / 2.757 eV

# 4
Computed, not measured: 10 unconnected molecules or ions with the total composition H20O10 at a distorted geometry, with ωB97M-V/def2-TZVPD.

```
! RIJCOSX wB97M-V def2-TZVPD def2/J DEFGRID3
* xyz 0 1
H -2.624 0.588 0.726
H -2.211 -4.429 0.362
H -2.991 -1.277 -2.210
H 4.249 2.558 1.562
H 0.124 -0.148 0.216
O -2.041 3.845 -0.643
H 1.136 -2.406 -1.911
H -4.258 0.818 3.965
O 1.078 -0.108 0.032
H 4.103 -1.484 2.258
O -2.031 -1.173 -1.926
H -2.249 0.783 -0.675
O 2.690 2.142 -2.029
H -2.526 -2.992 0.153
H 3.422 2.708 -1.766
H 3.838 -2.894 2.738
H -3.102 0.933 3.025
O 3.613 1.971 1.934
H 1.008 -0.490 -0.907
O -1.723 -3.610 0.206
H 2.972 1.983 -2.991
O -2.813 0.196 -0.080
H -1.757 -0.306 -2.173
H -1.974 3.233 0.135
H 3.099 1.756 1.075
O 4.473 -2.424 2.217
O 1.209 -2.100 -2.820
H -1.450 4.537 -0.618
O -3.655 0.214 3.382
H 0.393 -2.424 -3.237
*
```

Strongest force on any atom   4.4 eV/A
Kohn-Sham gap   10.815 eV
HOMO level   -11.00 eV
SMILES   O.O.O.O.O.O.O.O.O.O
E   -764.3012 a.u.
E_LUMO   -0.188 eV

# 5
Computed, not measured: 10 unconnected molecules or ions with the total composition H20O10 at a distorted geometry, with ωB97M-V/def2-TZVPD.

```
! RIJCOSX wB97M-V def2-TZVPD def2/J DEFGRID3
* xyz 0 1
H -0.264 0.887 -0.205
H 0.787 0.689 -2.935
O -0.251 0.103 0.317
O 1.934 -1.204 2.003
H -0.678 2.192 -2.036
H 3.739 1.141 -0.393
H 2.458 1.686 -0.017
O -0.902 -1.500 -3.017
O -0.611 -2.310 2.108
O 2.942 1.519 -0.783
H -1.579 -3.364 -0.680
H -0.625 -0.633 -0.153
H -0.801 3.353 0.029
O -1.537 0.176 2.987
H -0.033 -1.130 -2.817
H 1.080 -1.497 2.189
H -2.207 3.529 0.620
H -1.743 -2.346 0.388
H -1.240 -1.723 -2.152
O 1.335 0.061 -2.490
H 1.838 -0.453 1.417
H -0.682 -2.712 2.983
O -0.128 2.465 -1.345
H -1.348 -0.566 3.577
O -1.275 3.730 0.793
H -0.120 -2.996 1.637
O -1.457 -2.447 -0.502
H -1.227 -0.057 2.120
H 0.695 2.828 -1.710
H 1.913 0.584 -1.919
*
```

Strongest force on any atom   3.0 eV/A
Kohn-Sham gap   10.583 eV
HOMO level   -10.67 eV
SMILES   O.O.O.O.O.O.O.O.O.O
E   -764.3757 a.u.
E_LUMO   -0.084 eV

# 6
Computed, not measured: 10 unconnected molecules or ions with the total composition H20O10 at a distorted geometry, with ωB97M-V/def2-TZVPD.

```
! RIJCOSX wB97M-V def2-TZVPD def2/J DEFGRID3
* xyz 0 1
H 4.276 0.711 -1.412
O -0.838 -2.549 -2.821
O -0.860 1.117 0.405
O -1.529 4.781 3.416
O 0.505 -1.580 -1.681
H 1.100 -2.224 -1.281
H -1.855 -0.112 -3.924
H 2.890 0.022 0.343
O 2.243 -0.267 -0.310
H -2.396 5.201 3.471
H -1.034 1.166 -3.869
H -0.151 0.642 0.854
H -1.659 3.921 3.830
H -1.830 -3.006 2.883
H 3.457 1.075 -2.639
H -1.318 -4.218 2.122
O 3.405 0.593 -1.806
H 1.823 3.660 2.575
O -1.919 0.839 -4.066
O -1.374 -2.479 0.047
H 1.890 3.318 4.054
H 1.458 -0.469 0.211
H -1.174 -3.125 0.733
H -1.730 -2.304 -2.548
H -0.971 -3.050 -3.634
H -1.248 -1.628 0.482
H -1.478 0.425 0.146
H 0.833 -0.731 -1.365
O 1.612 4.012 3.447
O -2.128 -3.741 2.335
*
```

Strongest force on any atom   3.7 eV/A
Kohn-Sham gap   9.599 eV
HOMO level   -9.92 eV
SMILES   O.O.O.O.O.O.O.O.O.O
E   -764.2365 a.u.
E_LUMO   -0.319 eV

Repeat the second record exactly.
Computed, not measured: a molecular structure, H20Mg3O30S5 at a distorted geometry, with ωB97M-V/def2-TZVPD.

```
! RIJCOSX wB97M-V def2-TZVPD def2/J DEFGRID3
* xyz -4 1
H -0.052 -0.746 -4.595
O -2.118 -1.574 -2.109
O 1.752 0.832 3.438
S -0.328 2.260 -4.490
O 2.313 3.349 -0.109
H 2.080 1.735 3.432
H -1.821 0.507 2.066
O 2.562 -1.187 -2.054
O -0.601 3.614 -4.015
H -2.149 -1.830 -3.032
O -0.746 -3.037 -0.222
H 1.943 0.492 2.549
O 0.265 1.454 -3.395
O 4.260 -2.115 -0.610
O -1.996 1.914 -1.514
H -0.535 3.501 3.454
O 1.988 -2.836 -0.349
O -0.268 -3.036 2.584
S -0.530 -2.915 4.040
H -1.186 -2.313 -0.714
H -3.263 1.553 1.345
H -3.706 -1.689 1.141
H -1.971 0.076 3.567
O -3.862 -0.807 0.793
O 0.656 2.327 -5.570
O 0.464 0.173 -1.057
S 0.138 0.224 0.351
H -1.437 1.847 -2.325
H 3.265 -2.391 1.849
O -2.231 0.791 2.932
H -1.512 -0.812 -2.105
O 0.551 -2.082 4.587
O 2.456 -2.662 2.316
H -4.042 2.858 1.446
O 0.705 -0.934 1.044
H -1.716 1.149 -0.980
S 2.827 3.155 -1.511
O -3.535 2.332 0.822
O -1.554 1.571 -4.938
H 0.549 -1.984 -3.888
O 3.281 -3.472 -2.334
O 2.483 1.755 -1.838
Mg 0.809 -2.806 1.043
O -0.505 -4.254 4.637
H 2.537 -2.327 3.221
O 0.671 1.476 0.914
O 2.057 4.102 -2.311
Mg 1.123 3.238 1.221
H -1.037 2.306 2.596
O -1.800 -2.245 4.310
O 4.259 3.391 -1.564
O -0.545 3.174 2.549
O 0.229 -1.085 -3.729
H -1.446 -3.670 -0.039
Mg 1.502 0.348 -2.618
O -1.304 0.182 0.527
H -2.959 -0.468 0.586
S 3.029 -2.409 -1.346
*
```

Strongest force on any atom   3.4 eV/A
Kohn-Sham gap   3.531 eV
HOMO level   2.47 eV
E   -4860.8562 a.u.
E_LUMO   6.004 eV